Density functional theory data (ωB97M-V/def2-TZVPD) for C2H4CoO as an isolated structure.

ORCA input file:
```
! wB97M-V def2-TZVPD RIJCOSX def2/J DEFGRID3
* xyz 3 5
O 0.23 0.27 0.19
Co 1.96 -0.16 0.19
C -0.88 -0.17 0.01
C -2.20 0.17 0.27
H -2.39 1.24 0.43
H -2.72 -0.61 0.84
H -1.34 -0.37 -1.45
H -2.40 -0.11 -1.23
*
```

E_tot	-1534.8698	Ha
LUMO (spin up / spin down)	-17.65 / -19.37	eV
⟨S²⟩	6.007
frontier orbital gap (spin up / spin down)	8.526 / 10.382	eV